Formula: C16H46N4O5
Source: the Open Molecules 2025 dataset
Level of theory: ωB97M-V with the def2-TZVPD basis set

Results
* LUMO level (spin up / spin down): -2.55 / -8.73 eV
* energy relative to the best compared isomer or geometry (same formula, charge and spin): 173.5 kJ/mol
* charge: +1
* multiplicity: 2
* E_HOMO (spin up / spin down): -10.82 / -10.82 eV

Each line ends with the Löwdin spin population.
Cartesian coordinates (Å):
O1 -0.186 -0.635 -0.345  0.000
H1 0.309 0.153 -0.570  0.000
H2 -0.992 -0.306 0.053  0.000
C1 -1.115 -0.694 -4.964  0.001
C2 -0.320 -0.539 -3.655  0.003
C3 -0.324 0.939 -3.285  0.000
O2 0.715 1.176 -2.373  0.001
C4 1.188 2.562 -2.335  0.000
N1 -0.967 -1.583 -2.747  0.027
H3 -2.197 -0.592 -4.877  0.000
H4 -0.908 -1.623 -5.495  0.000
H5 -0.795 0.111 -5.624  0.000
H6 0.676 -0.969 -3.769  0.001
H7 -1.192 1.401 -2.815  0.000
H8 -0.107 1.549 -4.162  0.000
H9 1.435 2.845 -3.358  0.000
H10 2.001 2.374 -1.633  0.000
H11 0.477 3.242 -1.865  0.000
H12 -0.668 -1.229 -1.849  0.001
H13 -0.318 -2.356 -2.788  0.000
C5 -2.411 1.304 5.087  0.000
C6 -1.020 1.002 5.690  0.000
C7 -0.060 0.799 4.509  0.000
O3 -0.161 -0.445 3.856  0.000
C8 0.839 -0.616 2.870  0.000
N2 -0.686 2.091 6.554  0.000
H14 -3.242 1.312 5.793  0.000
H15 -2.680 0.499 4.403  0.000
H16 -2.461 2.274 4.593  0.000
H17 -1.167 0.100 6.284  0.000
H18 0.946 0.739 4.925  0.000
H19 -0.115 1.643 3.821  0.000
H20 1.790 -0.885 3.329  0.000
H21 1.006 0.182 2.146  0.000
H22 0.591 -1.507 2.294  0.000
H23 -1.396 2.219 7.261  0.000
H24 -0.604 2.872 5.919  0.000
C9 -6.051 -0.334 0.988  0.000
C10 -4.731 0.171 0.276  0.000
C11 -3.554 0.109 1.288  0.000
O4 -2.370 0.439 0.583  0.000
C12 -2.001 1.775 0.908  0.000
N3 -4.484 -0.648 -0.925  0.000
H25 -6.794 -0.232 0.197  0.000
H26 -6.313 0.212 1.894  0.000
H27 -5.903 -1.386 1.233  0.000
H28 -4.901 1.214 0.007  0.000
H29 -3.368 -0.904 1.644  0.000
H30 -3.619 0.704 2.199  0.000
H31 -1.974 1.996 1.975  0.000
H32 -2.540 2.500 0.298  0.000
H33 -0.979 1.945 0.568  0.000
H34 -4.385 -1.585 -0.561  0.000
H35 -3.574 -0.353 -1.247  0.000
C13 6.540 -1.419 -3.162  0.012
C14 5.607 -1.439 -1.970  0.132
C15 4.094 -1.697 -2.437  0.144
O5 3.220 -1.861 -1.359  0.217
C16 2.925 -0.658 -0.588  0.018
N4 5.983 -2.577 -1.159  0.343
H36 7.609 -1.395 -2.951  0.006
H37 6.488 -0.550 -3.819  0.000
H38 6.319 -2.316 -3.740  0.002
H39 5.584 -0.523 -1.380  0.011
H40 3.991 -2.563 -3.090  0.000
H41 3.830 -0.913 -3.147  0.032
H42 3.841 -0.272 -0.141  0.011
H43 2.196 -0.837 0.203  0.000
H44 2.480 0.150 -1.169  0.005
H45 5.804 -3.421 -1.684  0.016
H46 5.149 -2.742 -0.613  0.015

***

Formula: C5H13N
Source: the Open Molecules 2025 dataset
Level of theory: ωB97M-V with the def2-TZVPD basis set

Results
* structure (SMILES): C=CN.CCC
* LUMO level: 1.04 eV
* energy relative to the best compared isomer or geometry (same formula, charge and spin): 132.6 kJ/mol
* charge: 0
* E_HOMO: -8.08 eV

Each line ends with the Mulliken charge.
Cartesian coordinates (Å):
C1 -1.520 1.638 1.211  -1.114
C2 -0.428 1.352 2.230  -0.161
C3 0.966 1.370 1.558  -0.937
H1 -1.613 0.971 0.358  0.292
H2 -2.484 1.555 1.730  0.305
H3 -1.564 2.635 0.760  0.338
H4 -0.431 1.991 3.104  0.305
H5 -0.572 0.304 2.499  0.215
H6 1.770 1.194 2.270  0.322
H7 1.065 2.369 1.120  0.310
H8 1.151 0.697 0.721  0.122
C4 -0.606 -2.393 -1.871  -0.871
C5 0.455 -1.741 -1.365  0.199
N1 1.099 -0.701 -2.011  -0.434
H9 -0.970 -1.980 -2.801  0.234
H10 -1.054 -3.182 -1.293  0.259
H11 1.007 -1.983 -0.468  0.285
H12 0.857 -0.161 -2.833  0.133
H13 2.043 -0.498 -1.725  0.198

***

Formula: C8H14Br3N4O2
Source: the Open Molecules 2025 dataset
Level of theory: ωB97M-V with the def2-TZVPD basis set

Results
* LUMO level: -3.92 eV
* charge: +1
* E_HOMO: -13.43 eV

Each line ends with the Mulliken charge.
Cartesian coordinates (Å):
C1 -2.525 2.061 2.415  -0.996
C2 -1.604 1.881 1.247  0.501
O1 -1.390 2.741 0.433  -0.502
N1 -0.945 0.597 1.210  0.095
C3 -1.865 -0.525 0.973  0.722
C4 -1.638 -1.743 1.831  -1.331
O2 -2.757 -0.451 0.170  -0.489
N2 0.196 0.625 0.343  0.333
C5 1.470 0.376 1.030  -0.568
C6 1.789 -1.105 0.749  -0.354
N3 0.985 -1.357 -0.495  0.080
C7 0.196 -0.287 -0.682  -0.260
N4 -0.520 -0.055 -1.769  -0.051
H1 -2.562 1.167 3.031  0.270
H2 -3.525 2.284 2.070  0.320
H3 -2.149 2.883 3.007  0.341
H4 -0.878 -1.541 2.574  0.350
H5 -1.397 -2.608 1.229  0.311
H6 -2.560 -1.892 2.379  0.445
H7 2.264 0.934 0.533  0.358
H8 1.534 0.726 2.048  0.393
H9 2.823 -1.227 0.475  0.372
H10 1.468 -1.699 1.593  0.236
H11 1.618 -1.362 -1.308  -0.127
H12 -1.094 -0.760 -2.200  0.272
H13 -0.491 0.848 -2.211  0.269
C8 2.796 -0.098 -4.236  -0.353
Br1 1.048 -0.195 -5.030  0.022
Br2 3.036 1.531 -3.241  0.014
Br3 3.156 -1.641 -3.130  -0.038
H14 3.520 -0.108 -5.038  0.364

***

Formula: C5H15N3
Source: the Open Molecules 2025 dataset
Level of theory: ωB97M-V with the def2-TZVPD basis set

Results
* structure (SMILES): C[C@H]([NH3+])CC/[NH+]=C/N
* LUMO level: -6.91 eV
* energy relative to the best compared isomer or geometry (same formula, charge and spin): 220.9 kJ/mol
* charge: +2
* E_HOMO: -18.12 eV

Each line ends with the Mulliken charge.
Cartesian coordinates (Å):
C1 -0.653 -1.498 2.368  -1.357
C2 -0.317 -1.648 0.922  0.404
C3 0.625 -0.611 0.343  -0.784
C4 0.016 0.841 0.477  -0.884
N1 -0.157 2.757 -2.711  -0.357
C5 0.387 2.315 -1.546  0.240
N2 -0.301 1.494 -0.755  -0.207
N3 0.413 -3.010 0.711  -0.347
H1 -0.384 -0.459 2.857  0.338
H2 -1.816 -1.533 2.575  0.308
H3 -0.056 -2.190 3.063  0.417
H4 -1.191 -1.650 0.196  0.328
H5 1.696 -0.596 0.911  0.433
H6 1.054 -0.774 -0.729  0.384
H7 -0.930 0.957 1.179  0.419
H8 0.801 1.549 0.941  0.312
H9 -1.172 2.756 -2.993  0.255
H10 0.424 3.199 -3.421  0.271
H11 1.406 2.476 -1.326  0.405
H12 -1.302 1.207 -1.181  0.325
H13 0.150 -3.357 -0.293  0.419
H14 -0.074 -3.732 1.228  0.369
H15 1.365 -2.937 0.903  0.309